128
Properties=species:S:1:pos:R:3:forces:R:3 method="wB97M-V/def2-TZVPD" e_lumo_ev="-4.03 / -7.67" charge=+1 e_homo_ha="-0.3556 / -0.3556" multiplicity=2
C -4.449 1.548 -4.055 -2.155 -1.856 0.188
O -5.244 0.796 -4.590 -0.552 -0.235 -0.826
N -3.235 1.750 -4.470 4.445 -0.027 -3.212
N -4.640 2.086 -2.883 -0.661 2.063 3.611
H -2.565 2.458 -4.205 -0.603 -0.019 0.371
H -2.992 1.267 -5.323 -0.102 0.082 0.078
H -3.826 2.486 -2.439 -0.538 0.131 0.290
H -5.535 2.166 -2.422 0.251 -0.132 -0.323
C 1.718 -0.510 5.238 1.577 1.392 0.344
O 2.243 0.576 5.499 -0.148 -0.381 0.586
N 0.987 -0.704 4.183 -2.824 1.861 -3.934
N 1.813 -1.671 5.841 1.319 -1.843 3.086
H 0.964 -1.571 3.666 0.048 0.057 0.065
H 0.827 0.187 3.734 -0.063 -0.482 -0.732
H 1.123 -2.360 5.578 0.421 -0.101 0.488
H 2.263 -1.670 6.745 -0.188 -0.435 -0.105
C -3.641 5.242 -0.327 -2.092 1.115 0.062
O -4.354 4.388 0.118 -1.662 -1.206 0.885
N -2.602 5.006 -1.068 3.997 -0.433 -2.081
N -3.870 6.582 -0.270 -0.814 0.494 1.106
H -1.865 5.639 -0.794 0.544 -0.323 -0.685
H -2.323 4.063 -1.297 0.121 0.124 0.576
H -4.803 6.834 0.022 0.505 0.511 0.118
H -3.178 7.219 -0.641 -0.803 0.069 -0.005
C 1.725 -4.305 2.699 0.512 0.992 0.318
O 1.145 -3.498 3.379 -1.188 0.843 1.040
N 3.053 -4.414 2.663 0.998 -1.126 -0.783
N 1.071 -5.126 1.855 -0.883 -0.891 -1.168
H 3.348 -4.970 1.873 0.930 0.267 0.588
H 3.694 -3.868 3.221 -0.349 0.051 -0.251
H 0.106 -4.895 1.671 -0.056 -0.364 0.236
H 1.558 -5.784 1.262 -0.380 0.093 0.537
C 2.085 5.633 -0.523 1.182 -0.570 2.235
O 2.961 5.236 0.209 1.544 -1.217 0.651
N 1.933 6.883 -0.836 -0.256 3.594 -1.332
N 1.058 4.949 -0.946 -2.337 -2.870 -1.068
H 1.234 6.935 -1.563 0.715 1.705 -0.048
H 2.691 7.529 -0.669 -0.403 0.029 -0.367
H 1.075 3.943 -0.859 -0.345 0.238 -0.230
H 0.400 5.429 -1.543 -0.060 -1.018 0.040
C 1.125 -3.558 -4.599 0.218 -1.433 0.062
C 0.965 -2.115 -4.172 0.734 -0.480 -1.504
C 0.567 -1.233 -5.447 -1.200 -1.866 0.890
C -0.673 -1.767 -6.089 3.895 1.747 2.301
N -1.608 -2.193 -6.529 -3.489 -1.596 -1.703
H 1.934 -3.811 -5.284 -0.203 0.567 -0.649
H 0.203 -4.043 -4.919 -0.038 0.116 -0.219
H 1.482 -4.130 -3.742 -0.197 -0.120 0.560
H 2.004 -1.880 -3.941 -0.230 0.851 0.550
H 0.356 -2.252 -3.279 -0.412 1.379 -0.127
H 1.354 -1.520 -6.144 0.201 0.927 -0.124
H 0.371 -0.172 -5.287 0.709 -0.108 0.058
C -2.698 -1.285 5.059 -1.803 1.083 0.599
C -2.582 -2.750 4.905 1.272 -0.659 0.703
C -3.228 -3.092 3.570 0.377 -0.788 -0.230
C -2.830 -4.427 3.029 -1.050 2.406 0.643
N -2.550 -5.423 2.559 0.652 -1.345 -0.663
H -3.759 -1.102 5.231 -0.289 0.444 -0.071
H -2.491 -0.822 4.094 0.541 0.483 0.369
H -2.228 -0.827 5.929 0.505 -0.112 -0.374
H -2.943 -3.320 5.760 -0.767 0.079 -0.157
H -1.518 -2.959 5.019 0.276 -0.500 -1.064
H -2.995 -2.299 2.861 0.701 -0.297 -0.340
H -4.308 -2.953 3.586 -0.199 -0.688 0.432
C 2.666 2.586 2.177 -0.433 -0.970 0.581
C 4.157 2.364 2.068 0.533 0.447 -0.361
C 4.733 1.116 2.756 -1.158 0.155 0.080
C 4.079 -0.095 2.266 0.656 -0.241 0.043
N 3.656 -1.115 1.957 -0.393 -0.266 -0.325
H 2.335 3.615 2.032 0.283 -0.195 -0.322
H 2.285 2.244 3.139 0.404 0.079 0.277
H 2.165 1.902 1.492 -0.268 0.220 -0.409
H 4.673 3.245 2.448 0.184 -0.097 -0.047
H 4.390 2.263 1.007 0.246 0.313 -0.091
H 4.456 1.103 3.810 0.337 0.283 0.299
H 5.812 1.033 2.620 -0.089 -0.027 0.079
C 0.251 -1.841 0.624 -1.658 1.259 -1.167
C -0.074 -0.589 -0.374 1.913 -0.839 1.736
C -0.755 0.613 0.385 0.014 -0.252 -2.504
C -1.018 1.719 -0.604 0.289 0.076 0.162
N -1.242 2.529 -1.397 0.363 -1.101 0.583
H -0.386 -1.863 1.509 -0.091 0.359 0.130
H 1.284 -1.808 0.971 -0.011 -0.273 -0.246
H -0.085 -2.730 0.090 0.618 -0.358 -0.068
H -0.387 -0.856 -1.384 -1.407 -0.174 0.475
H 0.956 -0.371 -0.660 0.198 1.074 0.270
H -0.144 0.972 1.213 -0.193 0.007 -0.124
H -1.765 0.351 0.698 0.145 -0.239 0.431
N 1.115 -6.713 -1.530 0.807 2.380 1.666
C 0.941 -5.336 -1.180 0.909 -2.075 -1.441
C 2.238 -4.846 -0.775 -1.330 0.250 0.310
C 3.108 -5.892 -0.770 0.335 0.137 0.029
C 2.398 -7.036 -1.172 -0.528 -0.327 -0.497
H 0.390 -7.375 -1.767 -0.085 0.100 -0.071
H 0.028 -4.800 -1.391 -0.134 -0.061 0.176
H 2.353 -3.851 -0.371 0.261 0.136 -0.307
H 4.147 -5.841 -0.480 -0.052 -0.233 -0.061
H 2.762 -8.052 -1.172 -0.141 -0.055 -0.232
N 0.048 3.262 3.486 -1.514 -0.785 -0.003
C -0.984 2.362 3.188 1.458 0.045 0.973
C -1.910 2.983 2.414 -0.207 -1.042 -0.652
C -1.411 4.239 2.115 1.345 2.249 1.278
C -0.245 4.460 2.900 -1.270 -0.708 -1.497
H 0.837 2.961 4.039 -0.175 0.607 0.056
H -0.889 1.339 3.523 -0.282 0.112 0.203
H -2.816 2.528 2.040 0.019 0.124 -0.079
H -1.864 5.004 1.501 -0.079 -0.091 0.249
H 0.305 5.380 3.030 0.235 -0.320 -0.017
N -3.897 -1.984 -1.015 0.932 -1.068 -0.321
C -2.996 -3.045 -1.217 0.032 1.674 -2.570
C -2.626 -2.963 -2.619 -0.859 -0.066 2.139
C -3.389 -1.940 -3.193 -1.544 2.233 1.077
C -4.144 -1.289 -2.185 0.728 -2.296 0.205
H -4.396 -1.846 -0.147 0.098 0.039 -0.233
H -2.661 -3.680 -0.411 -0.130 0.069 -0.035
H -1.942 -3.545 -3.219 0.024 -0.379 0.374
H -3.525 -1.566 -4.197 0.530 -0.456 -0.223
H -4.975 -0.599 -2.182 0.355 0.198 -0.416
N 3.451 3.020 -2.725 -1.063 0.086 -1.827
C 2.558 2.003 -3.003 1.292 -2.228 1.866
C 1.775 2.279 -4.066 -1.431 -0.745 0.330
C 2.117 3.540 -4.468 0.634 1.804 -0.355
C 3.171 3.946 -3.690 -0.125 1.967 -0.650
H 4.290 2.991 -2.162 -0.400 -0.069 0.003
H 2.676 1.083 -2.449 -0.248 -0.032 0.080
H 0.884 1.805 -4.450 0.292 -0.566 0.286
H 1.554 4.138 -5.170 0.410 0.076 -0.149
H 3.580 4.939 -3.804 0.568 -0.197 0.568



86
Properties=species:S:1:pos:R:3:forces:R:3 method="wB97M-V/def2-TZVPD" e_lumo_ev=0.60 smiles=COC[C@H](C)N.COC[C@H](C)N.COC[C@H](C)N.COC[C@H](C)N.CCO.CCO relative_energy_kj_mol=177.2 e_homo_ha=-0.3184
C -0.657 4.085 0.563 -0.017 0.101 0.385
C 0.432 3.031 0.402 -1.337 -0.870 0.764
O -0.201 1.754 0.701 0.485 0.359 -0.492
H -1.574 3.784 0.053 0.239 0.135 -0.559
H -0.305 5.070 0.255 -0.134 -0.062 -0.277
H -1.006 4.204 1.591 0.450 -0.190 0.201
H 1.213 3.143 1.154 0.348 0.399 -0.384
H 0.796 2.994 -0.625 0.313 0.206 0.060
H 0.448 1.068 0.487 0.057 -0.072 -0.038
C 0.793 -0.259 -2.423 0.169 -0.615 -0.013
C 2.118 -0.091 -1.659 0.235 -0.494 -2.560
O 1.957 -0.059 -0.287 -0.233 0.849 0.885
H 0.384 -1.199 -2.039 -0.506 0.140 -0.236
H 0.910 -0.357 -3.506 0.442 -0.249 0.094
H 0.059 0.544 -2.352 0.159 0.074 0.741
H 2.669 0.739 -2.121 -0.207 0.590 1.072
H 2.802 -0.909 -1.948 -0.407 -0.221 0.157
H 1.788 -0.951 0.048 0.394 -0.019 0.117
C 2.741 -4.945 0.084 -0.561 0.562 -0.534
C 2.046 -3.568 0.202 0.263 -1.626 -1.216
C 0.665 -3.791 0.783 -0.634 0.732 0.653
O -0.074 -4.687 -0.007 0.510 -0.672 -0.166
C -1.377 -4.972 0.490 0.386 0.965 0.072
N 2.839 -2.633 1.009 -1.523 -0.511 0.148
H 3.726 -4.862 -0.375 0.115 0.054 0.238
H 2.135 -5.558 -0.584 0.060 -0.254 0.231
H 2.786 -5.388 1.080 0.195 -0.202 -0.076
H 1.814 -3.233 -0.818 0.535 0.438 0.050
H 0.166 -2.810 0.825 -0.149 0.003 0.074
H 0.685 -4.172 1.814 0.308 0.021 0.098
H -1.669 -5.999 0.287 0.117 0.039 -0.402
H -2.013 -4.229 0.005 -0.570 -0.440 0.236
H -1.420 -4.841 1.577 -0.009 0.074 -0.010
H 3.807 -2.646 0.714 0.042 -0.075 0.037
H 2.758 -3.148 1.886 0.778 0.785 0.455
C 4.542 1.229 7.220 0.177 1.676 1.345
C 4.207 0.729 5.843 0.111 -1.290 0.869
C 4.977 1.455 4.755 -0.342 0.440 0.094
O 4.769 0.941 3.460 0.168 -0.433 -0.194
C 3.464 0.666 3.038 -0.986 -0.416 -0.716
N 4.582 -0.700 5.869 0.399 0.438 -0.753
H 4.033 0.757 8.067 -0.167 -0.628 -0.468
H 4.242 2.272 7.394 0.063 0.038 -0.485
H 5.602 1.202 7.481 0.079 -0.237 -0.395
H 3.127 0.863 5.715 -0.017 0.103 -0.289
H 6.052 1.408 4.930 -0.013 -0.296 0.066
H 4.726 2.523 4.767 -0.258 0.030 0.116
H 3.515 0.207 2.051 0.323 0.130 -0.089
H 2.779 1.512 2.918 0.376 0.505 0.242
H 2.883 -0.064 3.612 0.411 -0.040 0.542
H 4.214 -1.211 6.654 -0.269 0.046 -0.016
H 4.397 -1.170 4.994 -0.089 -0.075 0.090
C -2.473 1.671 -8.150 0.671 -0.549 -0.601
C -3.510 1.356 -7.049 0.114 2.143 -2.441
C -3.197 2.193 -5.830 0.423 -0.386 0.944
O -1.886 1.815 -5.410 0.375 -0.196 0.439
C -1.628 2.274 -4.097 -0.698 -0.870 0.423
N -4.819 1.747 -7.614 -0.770 -0.434 0.429
H -2.619 0.987 -8.992 0.176 -0.268 0.201
H -1.427 1.644 -7.838 -0.131 -0.313 0.138
H -2.586 2.639 -8.649 -0.411 0.286 0.608
H -3.537 0.284 -6.882 0.121 0.050 0.569
H -3.961 2.029 -5.058 0.196 -0.258 0.116
H -3.131 3.283 -5.936 -0.528 -0.031 -0.833
H -2.177 1.620 -3.406 -0.486 0.428 0.142
H -1.944 3.314 -3.998 0.140 0.094 0.255
H -0.614 2.113 -3.734 0.381 0.331 -0.908
H -4.779 2.584 -8.181 0.364 0.242 0.273
H -5.155 1.051 -8.270 0.049 -0.232 0.244
C -3.675 -0.171 3.151 -0.207 -1.116 0.386
C -2.915 0.388 1.978 0.017 1.422 0.268
C -3.704 0.427 0.668 0.344 -0.119 0.011
O -4.071 -0.805 0.096 -0.470 -0.188 -0.092
C -3.032 -1.620 -0.364 -0.299 -0.514 -0.341
N -2.579 1.800 2.297 0.094 -0.335 -0.234
H -3.852 -1.245 3.023 -0.237 0.089 -0.099
H -4.639 0.319 3.302 -0.023 0.045 -0.274
H -3.155 -0.082 4.105 0.327 0.224 -0.210
H -1.953 -0.103 1.810 -0.117 -0.249 0.133
H -3.079 1.035 -0.001 -0.104 -0.205 -0.343
H -4.653 0.951 0.807 0.051 0.072 0.176
H -3.454 -2.384 -1.026 -0.276 0.214 -0.023
H -2.597 -2.215 0.446 0.519 0.505 0.059
H -2.328 -1.058 -0.986 0.383 0.001 0.396
H -1.821 2.078 1.669 -0.419 -0.025 0.335
H -3.405 2.355 2.086 0.150 0.196 0.087



14
Properties=species:S:1:pos:R:3:forces:R:3 method="wB97M-V/def2-TZVPD" e_lumo_ev=1.11 smiles=C[C@@]12CC[C@@H]1O2 relative_energy_kj_mol=328.9 e_homo_ha=-0.3532
C -0.190 1.403 0.997 -3.460 -1.836 0.105
C 0.508 0.023 1.129 -0.823 0.554 -1.506
C -0.780 0.863 -0.422 1.116 0.502 3.369
C -0.247 -0.483 -0.147 3.212 0.569 -1.960
C 0.349 -1.368 -1.239 -2.044 -4.209 2.522
O -1.617 -0.276 -0.094 -0.499 1.027 0.082
H -1.100 1.634 1.743 2.392 -0.330 -1.507
H 0.581 2.116 0.952 0.371 1.534 -0.196
H 1.598 0.141 1.100 -0.321 -0.361 -0.531
H 0.248 -0.544 1.937 -0.494 -1.444 2.474
H -0.785 1.570 -1.213 -0.865 -0.365 -1.295
H -0.380 -1.783 -1.934 -0.843 0.170 0.343
H 0.862 -2.357 -0.907 -0.654 1.831 0.045
H 0.955 -0.939 -1.905 2.912 2.357 -1.945